Record 1
{"formula": "C47H128N8O13", "method": "ωB97M-V/def2-TZVPD", "symbols": ["C", "C", "C", "O", "H", "H", "H", "H", "H", "H", "H", "H", "C", "C", "C", "O", "H", "H", "H", "H", "H", "H", "H", "H", "C", "C", "C", "O", "H", "H", "H", "H", "H", "H", "H", "H", "C", "C", "C", "O", "H", "H", "H", "H", "H", "H", "H", "H", "C", "C", "C", "O", "H", "H", "H", "H", "H", "H", "H", "H", "C", "C", "C", "O", "C", "N", "H", "H", "H", "H", "H", "H", "H", "H", "H", "H", "H", "C", "C", "C", "O", "C", "N", "H", "H", "H", "H", "H", "H", "H", "H", "H", "H", "H", "C", "C", "C", "O", "C", "N", "H", "H", "H", "H", "H", "H", "H", "H", "H", "H", "H", "C", "C", "C", "O", "C", "N", "H", "H", "H", "H", "H", "H", "H", "H", "H", "H", "H", "C", "C", "C", "O", "C", "N", "H", "H", "H", "H", "H", "H", "H", "H", "H", "H", "H", "C", "C", "C", "O", "C", "N", "H", "H", "H", "H", "H", "H", "H", "H", "H", "H", "H", "C", "C", "C", "O", "C", "N", "H", "H", "H", "H", "H", "H", "H", "H", "H", "H", "H", "C", "C", "C", "O", "C", "N", "H", "H", "H", "H", "H", "H", "H", "H", "H", "H", "H"], "coordinates": [[18.10, 20.80, 15.14], [19.05, 20.68, 13.90], [20.09, 19.61, 14.18], [18.31, 20.20, 12.76], [18.70, 20.76, 16.06], [17.42, 19.96, 15.13], [17.50, 21.69, 15.22], [19.60, 21.62, 13.64], [19.64, 18.65, 14.42], [20.72, 19.88, 15.02], [20.76, 19.48, 13.34], [17.97, 20.96, 12.27], [20.11, 14.33, 10.05], [19.15, 15.36, 10.59], [17.72, 14.89, 10.38], [19.47, 15.56, 11.96], [19.80, 14.14, 9.00], [20.16, 13.35, 10.53], [21.12, 14.71, 10.02], [19.39, 16.25, 10.00], [16.97, 15.62, 10.71], [17.60, 13.98, 10.99], [17.43, 14.79, 9.34], [18.75, 15.96, 12.45], [14.41, 8.54, 15.92], [13.83, 9.88, 16.49], [14.88, 11.00, 16.41], [12.78, 10.24, 15.68], [15.33, 8.22, 16.43], [14.65, 8.72, 14.86], [13.69, 7.71, 15.90], [13.51, 9.78, 17.55], [14.68, 11.94, 16.92], [15.12, 11.22, 15.36], [15.77, 10.58, 16.87], [12.19, 10.81, 16.19], [14.46, 18.51, 17.49], [12.98, 19.01, 17.41], [12.28, 18.15, 16.37], [12.32, 18.88, 18.64], [14.51, 17.50, 17.85], [15.19, 19.09, 18.06], [14.84, 18.45, 16.47], [12.96, 20.07, 17.08], [12.56, 18.52, 15.37], [11.20, 18.22, 16.38], [12.61, 17.10, 16.41], [12.82, 19.37, 19.29], [19.83, 15.39, 19.53], [19.05, 15.21, 18.27], [18.84, 16.59, 17.60], [19.74, 14.26, 17.44], [20.84, 15.73, 19.43], [19.91, 14.38, 19.94], [19.25, 15.92, 20.29], [18.06, 14.74, 18.45], [19.83, 17.06, 17.58], [18.14, 17.30, 18.09], [18.41, 16.53, 16.61], [19.18, 14.16, 16.64], [15.34, 17.95, 12.61], [16.06, 17.49, 13.83], [15.34, 16.21, 14.41], [15.93, 15.97, 15.69], [15.49, 14.74, 16.29], [17.41, 17.07, 13.64], [14.25, 17.98, 12.73], [15.61, 17.32, 11.74], [15.56, 18.98, 12.34], [16.03, 18.28, 14.61], [15.47, 15.34, 13.74], [14.25, 16.39, 14.54], [16.10, 14.56, 17.18], [15.60, 13.88, 15.63], [14.45, 14.82, 16.66], [18.01, 17.76, 13.19], [17.80, 16.89, 14.58], [16.40, 11.98, 19.53], [17.35, 10.81, 19.51], [18.78, 11.31, 19.48], [19.65, 10.23, 19.72], [20.97, 10.66, 19.83], [17.06, 9.94, 20.65], [16.48, 12.47, 20.51], [15.38, 11.66, 19.42], [16.57, 12.74, 18.77], [17.17, 10.15, 18.66], [18.84, 12.06, 20.28], [19.02, 11.73, 18.51], [21.11, 11.37, 20.68], [21.34, 11.18, 18.95], [21.59, 9.79, 19.99], [17.21, 10.43, 21.51], [17.66, 9.10, 20.69], [10.43, 13.97, 16.69], [11.67, 13.42, 17.36], [11.86, 14.24, 18.69], [13.08, 13.83, 19.28], [13.28, 14.35, 20.58], [11.60, 11.98, 17.68], [9.52, 14.05, 17.30], [10.25, 13.42, 15.77], [10.73, 15.01, 16.43], [12.57, 13.60, 16.74], [11.05, 14.00, 19.40], [11.86, 15.32, 18.59], [12.47, 14.12, 21.29], [13.31, 15.44, 20.46], [14.23, 13.94, 20.92], [12.13, 11.86, 18.54], [10.62, 11.78, 17.84], [17.68, 12.05, 13.79], [18.47, 12.62, 14.96], [19.96, 12.22, 14.92], [20.06, 10.83, 14.79], [19.75, 10.17, 16.00], [18.51, 14.09, 14.98], [17.58, 10.97, 13.99], [18.16, 12.17, 12.83], [16.69, 12.48, 13.75], [17.94, 12.31, 15.84], [20.44, 12.62, 15.85], [20.42, 12.69, 14.06], [20.24, 9.18, 15.97], [18.68, 10.03, 16.17], [20.14, 10.68, 16.87], [19.07, 14.37, 14.16], [17.59, 14.52, 14.77], [21.63, 15.94, 15.02], [22.65, 16.43, 13.95], [24.03, 16.24, 14.51], [24.40, 17.35, 15.27], [25.59, 17.11, 15.93], [22.52, 15.63, 12.79], [21.85, 14.94, 15.38], [20.59, 16.00, 14.68], [21.74, 16.64, 15.87], [22.40, 17.49, 13.95], [24.83, 16.04, 13.77], [24.00, 15.33, 15.19], [25.89, 17.98, 16.50], [26.36, 16.92, 15.16], [25.52, 16.25, 16.60], [21.54, 15.48, 12.50], [22.91, 16.01, 11.93], [10.83, 17.21, 12.58], [10.66, 15.67, 12.56], [11.91, 15.03, 13.14], [11.72, 13.66, 13.07], [12.76, 12.94, 13.77], [9.55, 15.22, 13.31], [11.69, 17.48, 11.97], [11.09, 17.56, 13.59], [9.98, 17.74, 12.20], [10.61, 15.44, 11.50], [12.10, 15.35, 14.17], [12.78, 15.29, 12.53], [13.66, 13.02, 13.16], [12.54, 11.89, 13.96], [12.97, 13.43, 14.72], [8.65, 15.50, 13.01], [9.60, 14.22, 13.30], [17.38, 18.50, 9.46], [16.20, 18.79, 8.54], [14.92, 18.28, 9.16], [15.10, 16.87, 9.34], [13.88, 16.22, 9.61], [15.95, 20.21, 8.38], [18.33, 18.51, 8.96], [17.20, 17.47, 9.80], [17.41, 19.08, 10.37], [16.36, 18.23, 7.59], [14.02, 18.46, 8.55], [14.81, 18.77, 10.15], [13.16, 16.30, 8.81], [13.36, 16.57, 10.51], [14.07, 15.17, 9.84], [16.80, 20.78, 8.41], [15.43, 20.49, 7.56], [14.26, 21.07, 13.09], [13.46, 20.82, 11.83], [12.00, 21.28, 12.10], [11.51, 20.65, 13.28], [10.19, 21.01, 13.62], [13.91, 21.62, 10.70], [13.99, 20.33, 13.85], [14.18, 22.07, 13.51], [15.31, 20.99, 12.84], [13.35, 19.72, 11.71], [11.32, 20.94, 11.29], [11.92, 22.36, 12.22], [10.00, 22.08, 13.70], [10.02, 20.58, 14.60], [9.42, 20.62, 12.94], [13.10, 21.94, 10.17], [14.58, 21.18, 10.06]], "mulliken_charge": [-0.929, 0.351, -1.279, -0.446, 0.376, -0.090, 0.368, 0.496, -0.073, 0.561, 0.388, 0.244, -1.745, 1.131, -0.973, 0.242, 0.472, 0.265, 0.387, 0.029, -0.122, 0.160, 0.518, -0.356, -1.567, 0.384, 0.632, -0.624, 0.309, 0.374, 0.366, 0.234, -0.364, 0.162, -0.365, 0.393, -0.343, 0.193, 0.125, -0.594, 0.176, 0.608, -0.584, 0.263, -0.418, 0.714, -0.494, 0.346, -1.694, 1.741, -0.848, -0.511, 0.413, 0.321, 0.383, -0.640, 0.356, 0.496, -0.344, -0.015, -0.142, 2.144, -0.815, 0.317, 0.357, 1.452, 0.132, -0.678, -0.144, -1.180, -0.072, -0.012, -0.192, 0.071, -0.390, 0.560, -1.534, -1.147, 0.843, -0.031, -0.397, -0.679, -0.779, 0.638, 0.290, -0.260, -0.019, 0.328, -0.120, 0.298, 0.182, 0.299, 0.271, 0.290, -1.540, 2.778, -1.540, 0.046, -0.771, -0.532, 0.399, 0.479, 0.226, -1.823, 0.575, 0.529, 0.298, 0.290, 0.126, 0.196, 0.232, -1.667, 1.465, -0.578, -0.548, -0.488, 2.278, 0.350, 0.187, 0.359, -0.349, 0.514, 0.220, 0.422, 0.084, 0.109, -0.720, -1.323, -0.901, 1.313, -0.710, -0.306, -0.762, -0.776, 0.348, -0.447, 0.302, -0.055, 0.444, 0.294, 0.237, 0.303, 0.312, -0.058, 0.346, -0.909, 0.018, 0.916, -0.593, -0.182, -0.591, -0.135, 0.054, 0.526, 0.217, -0.454, 0.161, 0.437, 0.337, -0.230, 0.232, 0.253, -1.000, 0.453, -0.091, -0.231, -1.022, -0.506, 0.651, -0.216, 0.172, 0.199, 0.616, -0.433, 0.456, 0.347, 0.295, 0.205, 0.231, -1.276, 2.487, -1.487, 0.065, -0.958, -0.767, 0.017, 0.412, 0.259, -0.914, 0.433, 0.463, 0.327, 0.249, 0.327, 0.305, 0.267], "multiplicity": 1, "orbital_gap_ev": 9.31, "max_force_ev_per_a": 2.68, "energy_ha": -3283.52608, "relative_energy_kj_mol": 0.0, "lumo_energy_ev": 0.5, "homo_ev": -8.775, "mol_weight_g_mol": 1013.58}

Record 2
{"formula": "C23H57GaI2N7O5P2", "method": "ωB97M-V/def2-TZVPD", "symbols": ["C", "C", "C", "O", "C", "Ga", "I", "C", "C", "C", "I", "N", "C", "C", "O", "C", "C", "O", "H", "H", "H", "H", "H", "H", "H", "H", "H", "H", "H", "H", "H", "H", "H", "H", "H", "H", "H", "H", "H", "O", "P", "N", "C", "C", "N", "C", "C", "N", "C", "C", "H", "H", "H", "H", "H", "H", "H", "H", "H", "H", "H", "H", "H", "H", "H", "H", "H", "H", "O", "P", "N", "C", "C", "N", "C", "C", "N", "C", "C", "H", "H", "H", "H", "H", "H", "H", "H", "H", "H", "H", "H", "H", "H", "H", "H", "H", "H"], "coordinates": [[6.68, 2.02, -5.47], [6.53, 3.44, -6.19], [5.03, 4.02, -6.25], [4.01, 3.06, -5.94], [3.21, 3.44, -4.79], [1.27, 2.66, -4.84], [0.33, 3.08, -2.38], [1.39, 0.59, -5.01], [1.10, 0.02, -6.47], [-0.48, -0.25, -6.75], [2.04, 1.15, -8.10], [0.20, 3.51, -6.23], [-1.20, 3.71, -5.86], [-2.31, 2.94, -6.74], [-1.63, 4.45, -4.95], [0.79, 4.76, -6.73], [1.16, 6.02, -5.83], [0.98, 4.84, -7.97], [6.27, 1.23, -6.19], [6.16, 2.00, -4.46], [7.80, 1.78, -5.36], [7.19, 4.20, -5.63], [6.98, 3.39, -7.25], [4.85, 4.35, -7.34], [5.00, 4.97, -5.62], [3.69, 2.93, -3.87], [3.18, 4.55, -4.58], [2.36, 0.16, -4.60], [0.55, 0.19, -4.33], [1.58, -1.02, -6.52], [-1.09, -0.14, -5.79], [-0.60, -1.35, -7.05], [-0.86, 0.36, -7.62], [-3.04, 2.35, -6.10], [-2.93, 3.79, -7.22], [-1.86, 2.36, -7.60], [1.28, 5.71, -4.74], [0.28, 6.73, -5.87], [2.14, 6.48, -6.20], [-1.36, -0.04, -0.10], [-2.37, 0.70, 0.79], [-2.62, -0.60, 1.87], [-3.30, -1.84, 1.56], [-1.48, -0.85, 2.75], [-3.54, 0.86, -0.46], [-4.80, 0.15, -0.56], [-3.01, 1.08, -1.81], [-3.47, 1.63, 1.81], [-4.36, 1.18, 2.86], [-3.73, 3.01, 1.40], [-3.56, -2.35, 2.49], [-2.70, -2.52, 0.94], [-4.26, -1.68, 1.08], [-1.29, 0.03, 3.37], [-0.57, -1.08, 2.19], [-1.67, -1.68, 3.44], [-4.65, -0.88, -0.92], [-5.47, 0.65, -1.27], [-5.35, 0.13, 0.38], [-2.71, 0.14, -2.28], [-2.15, 1.75, -1.78], [-3.76, 1.56, -2.45], [-5.16, 0.55, 2.49], [-4.84, 2.03, 3.37], [-3.83, 0.65, 3.65], [-4.68, 3.09, 0.86], [-2.93, 3.38, 0.76], [-3.77, 3.68, 2.27], [0.95, -3.37, 4.80], [0.77, -4.38, 5.94], [-0.74, -3.75, 6.45], [-0.93, -2.47, 7.09], [-1.84, -4.04, 5.54], [2.14, -3.83, 6.82], [2.13, -3.08, 8.06], [3.28, -3.41, 6.02], [0.57, -5.62, 7.19], [-0.36, -5.67, 8.30], [1.64, -6.60, 7.31], [-1.91, -2.44, 7.57], [-0.85, -1.62, 6.40], [-0.24, -2.31, 7.93], [-1.98, -5.12, 5.45], [-1.65, -3.64, 4.54], [-2.79, -3.63, 5.90], [1.90, -2.02, 7.88], [3.11, -3.12, 8.54], [1.43, -3.48, 8.79], [3.16, -2.38, 5.66], [3.41, -4.06, 5.15], [4.21, -3.47, 6.59], [-0.19, -4.88, 9.03], [-0.29, -6.62, 8.84], [-1.40, -5.62, 7.96], [2.34, -6.34, 8.11], [2.21, -6.67, 6.38], [1.25, -7.60, 7.50]], "mulliken_charge": [-0.859, -0.432, -0.494, -0.005, -0.347, -0.717, -0.360, -0.597, -0.393, -0.641, -0.021, 0.569, 0.424, -0.977, -0.549, 0.393, -0.742, -0.618, 0.202, 0.208, 0.325, 0.270, 0.273, 0.228, 0.300, 0.248, 0.245, 0.313, 0.309, 0.563, 0.149, 0.253, 0.122, 0.220, 0.319, 0.231, 0.099, 0.313, 0.280, -0.886, 0.757, 0.478, -1.112, -0.863, 0.430, -1.139, -0.837, 0.054, -0.789, -1.109, 0.314, 0.310, 0.309, 0.348, 0.315, -0.058, 0.352, 0.350, 0.234, 0.308, -0.159, 0.398, 0.218, 0.367, 0.214, 0.307, 0.343, 0.415, -0.826, 0.801, 0.460, -1.155, -1.392, 0.301, -1.151, -1.056, -0.017, -0.802, -1.077, 0.423, 0.258, 0.319, 0.366, 0.325, 0.449, 0.356, 0.381, 0.219, 0.302, 0.317, 0.347, 0.217, 0.369, 0.247, 0.313, 0.329, 0.406], "multiplicity": 1, "orbital_gap_ev": 5.42, "max_force_ev_per_a": 7.13, "energy_ha": -4872.73041, "charge": -1, "relative_energy_kj_mol": 327.0, "lumo_energy_ev": 0.3, "homo_ev": -5.102, "mol_weight_g_mol": 897.23}

Record 3
{"formula": "C4H8S2", "method": "ωB97M-V/def2-TZVPD", "symbols": ["C", "S", "C", "C", "S", "C", "H", "H", "H", "H", "H", "H", "H", "H"], "coordinates": [[0.05, 0.58, 1.76], [1.53, 0.19, 0.80], [1.20, -1.40, 0.12], [-0.02, -1.69, -0.52], [-1.33, -0.67, -1.19], [-0.80, 1.09, -1.40], [-0.89, 0.71, 1.34], [0.43, 1.56, 2.27], [0.02, -0.34, 2.45], [2.12, -1.98, -0.05], [-0.18, -2.65, -0.88], [-0.09, 1.55, -0.70], [-0.30, 1.22, -2.49], [-1.76, 1.81, -1.51]], "mulliken_charge": [-0.899, -0.098, -0.216, -0.485, -0.047, -0.722, 0.424, 0.266, 0.280, 0.333, 0.377, 0.249, 0.268, 0.270], "multiplicity": 1, "orbital_gap_ev": 8.42, "max_force_ev_per_a": 4.61, "energy_ha": -953.49372, "relative_energy_kj_mol": 243.9, "lumo_energy_ev": 0.6, "homo_ev": -7.774, "mol_weight_g_mol": 120.24, "smiles": "CS/C=C\\SC"}

Record 4
{"formula": "C27H47F8N5O6", "method": "ωB97M-V/def2-TZVPD", "symbols": ["C", "N", "C", "C", "C", "C", "O", "C", "C", "F", "F", "C", "F", "F", "C", "F", "F", "C", "F", "F", "C", "C", "C", "C", "C", "C", "N", "C", "O", "O", "C", "C", "C", "C", "C", "N", "C", "N", "N", "C", "O", "C", "O", "C", "C", "O", "H", "H", "H", "H", "H", "H", "H", "H", "H", "H", "H", "H", "H", "H", "H", "H", "H", "H", "H", "H", "H", "H", "H", "H", "H", "H", "H", "H", "H", "H", "H", "H", "H", "H", "H", "H", "H", "H", "H", "H", "H", "H", "H", "H", "H", "H", "H"], "coordinates": [[2.61, -4.38, 0.48], [2.63, -3.71, -0.88], [1.26, -3.13, -1.16], [1.27, -1.50, -1.05], [1.96, -1.10, -2.43], [1.19, -0.02, -3.31], [1.80, 1.30, -3.13], [0.80, 2.33, -3.13], [1.33, 3.75, -3.63], [2.69, 3.77, -3.96], [0.59, 4.06, -4.82], [0.96, 4.94, -2.60], [1.05, 6.15, -3.32], [-0.37, 4.84, -2.13], [1.97, 5.04, -1.36], [2.70, 3.87, -1.13], [2.87, 6.10, -1.69], [1.22, 5.54, -0.02], [0.59, 4.42, 0.54], [2.15, 6.07, 0.92], [2.00, -1.00, 0.30], [2.75, 0.42, 0.28], [2.38, 1.42, 1.46], [2.93, 1.01, 2.90], [4.19, 0.01, 2.88], [4.40, -0.47, 4.42], [5.86, -0.58, 4.69], [0.83, -1.27, 1.36], [0.82, -1.32, 2.59], [-0.40, -1.54, 0.66], [-0.23, -1.10, -0.73], [-1.42, -1.69, -1.62], [-2.53, -2.49, -0.77], [-3.59, -3.06, -1.85], [-4.76, -2.00, -2.18], [-5.67, -1.75, -1.01], [-6.11, -0.35, -0.95], [-6.46, 0.38, -1.97], [-6.17, 0.23, 0.42], [-0.63, 0.46, -0.60], [-1.85, 0.48, 0.22], [-1.67, 1.31, 1.38], [-2.78, 1.11, 2.24], [-2.60, -0.02, 3.12], [-3.76, -1.13, 2.94], [-3.18, -2.44, 2.66], [3.65, -4.35, 0.94], [1.94, -3.81, 1.21], [2.25, -5.46, 0.43], [2.67, -4.51, -1.54], [0.91, -3.45, -2.20], [0.54, -3.61, -0.42], [3.00, -0.65, -2.20], [2.18, -1.99, -3.11], [0.07, -0.02, -3.22], [1.41, -0.30, -4.41], [0.51, 2.49, -2.02], [-0.13, 2.06, -3.72], [0.51, 6.40, -0.25], [2.83, -1.70, 0.66], [3.86, 0.21, 0.18], [2.46, 0.94, -0.71], [2.87, 2.42, 1.20], [1.27, 1.64, 1.56], [3.32, 1.98, 3.38], [2.11, 0.65, 3.62], [4.02, -0.93, 2.28], [5.13, 0.52, 2.47], [3.91, -1.51, 4.47], [3.88, 0.26, 5.14], [6.37, 0.19, 4.23], [5.98, -0.53, 5.71], [-1.07, -2.43, -2.42], [-2.01, -0.89, -2.19], [-2.11, -3.38, -0.19], [-3.11, -1.81, -0.06], [-4.00, -4.08, -1.55], [-3.05, -3.24, -2.85], [-4.36, -1.04, -2.66], [-5.40, -2.50, -2.99], [-6.54, -2.28, -1.21], [-6.71, 1.32, -1.61], [-6.33, -0.59, 1.03], [-6.99, 0.86, 0.44], [-0.96, 0.91, -1.60], [0.19, 1.12, -0.17], [-0.71, 0.99, 1.90], [-1.54, 2.41, 1.07], [-1.62, -0.58, 2.98], [-2.57, 0.40, 4.19], [-4.35, -0.82, 2.02], [-4.38, -1.21, 3.89], [-3.53, -3.11, 3.27]], "mulliken_charge": [-0.697, -0.406, -1.769, 2.153, -1.188, -0.422, -0.426, 0.295, 0.626, -0.290, -0.344, 0.487, -0.311, -0.271, 0.592, -0.167, -0.309, 0.126, -0.128, -0.280, 0.721, -0.725, -0.011, -1.086, 0.140, -0.421, -0.608, -0.942, -0.620, -0.024, 1.295, -1.751, 0.800, -0.945, -0.624, -0.298, 0.504, -0.726, -0.533, -0.377, -0.181, -0.196, -0.448, 0.035, 0.184, -0.498, 0.274, 0.170, 0.328, 0.392, 0.559, 0.317, 0.293, 0.522, 0.189, 0.366, -0.421, 0.363, 0.232, 0.518, 0.395, -0.098, 0.706, -0.566, 0.418, 0.310, -0.206, 0.368, 0.177, 0.291, 0.246, 0.246, 0.470, 0.284, 0.334, -0.532, 0.401, 0.343, 0.279, 0.326, 0.315, 0.220, 0.241, 0.274, 0.468, -0.723, 0.291, 0.092, -0.146, 0.342, -0.380, 0.505, 0.271], "multiplicity": 1, "orbital_gap_ev": 9.70, "max_force_ev_per_a": 3.54, "energy_ha": -2580.88393, "lumo_energy_ev": 0.6, "homo_ev": -9.105, "mol_weight_g_mol": 689.69}